A molecular structure, C31H49ClP2Pt in a non-equilibrium geometry, computed with ωB97M-V/def2-TZVPD.

XYZ file:
```
84
Properties=species:S:1:pos:R:3:forces:R:3
H 5.36774 2.19146 -1.25322 -0.047 -0.192 0.131
H -4.37755 0.00516 -2.69579 0.205 0.048 0.060
C 2.84969 -3.40356 3.65955 0.307 -0.064 -0.022
H 3.50670 -2.65285 0.62450 0.156 -0.066 -0.283
H -0.18442 4.23654 -0.14643 -0.333 -0.027 0.061
P 3.07712 2.73790 -0.64381 -2.078 1.238 -0.752
C 3.12747 4.44570 -1.83660 2.721 1.175 1.000
C 4.15689 4.16680 -2.90600 0.689 0.001 -0.202
H 0.63918 -1.79227 0.88013 -0.216 0.077 -0.031
C -3.35292 1.88548 -0.05804 0.049 0.376 0.064
C 3.48290 -2.44661 -0.45045 0.211 0.245 0.092
H 2.87856 -4.46860 3.89056 -0.058 0.303 -0.092
H 2.92005 6.27226 -4.07013 -0.044 0.012 0.130
C 3.68461 3.05595 -3.86603 0.326 -0.345 -0.100
H -1.30265 4.23986 -1.59715 0.200 -0.103 0.275
C -1.32926 0.50307 1.92900 0.424 0.143 0.247
H 1.23671 6.65951 -3.82760 0.258 -0.277 -0.060
H -2.30483 -3.09603 -2.19380 0.101 0.194 0.029
H -2.89365 -0.20155 -3.64473 -0.192 0.103 0.109
C 1.20166 3.43510 -4.39903 1.187 -1.218 -1.197
H 3.56698 5.03560 -1.02041 0.133 0.229 -0.525
H 3.17812 4.69945 0.81546 -0.059 -0.228 0.182
H -0.38164 0.07527 2.27922 -0.285 0.009 -0.127
C -0.35587 -2.17592 0.60655 0.118 -0.388 -0.031
C 4.01238 -2.77586 3.19591 -0.083 0.498 -0.032
H 1.59824 6.02367 -1.64795 -0.124 -0.316 -0.328
H 2.27607 3.31296 1.51462 0.378 0.296 0.108
H 2.75163 -3.11657 -0.92164 0.321 0.088 0.182
C -2.54027 0.68426 -0.34246 -0.118 0.077 0.006
C 4.60756 1.67846 -0.64725 0.342 0.066 -0.605
C 4.46713 0.20858 -1.12535 0.174 0.044 -0.232
C 2.79833 -0.61590 3.07538 0.222 -1.295 0.004
C 2.12030 -1.01419 -2.36581 -0.025 0.153 -0.291
H 4.61120 0.13099 -2.21098 0.132 0.117 0.176
C -1.73402 -1.20653 -1.37122 -0.091 -0.138 0.115
H -1.65008 -1.94952 -3.36920 -0.005 -0.115 0.173
H -2.89693 2.49335 0.73104 -0.151 -0.113 -0.134
H 3.87172 3.39221 -4.89629 -0.142 -0.219 0.165
H -3.46201 2.50765 -0.95255 -0.068 -0.101 0.143
H -3.28405 1.38075 -2.93117 -0.110 -0.243 0.015
C -3.31872 0.29520 -2.76703 0.101 0.122 -0.353
H 4.94340 -3.32352 3.07887 -0.198 0.013 -0.036
C -0.49062 3.72227 -1.06013 -0.612 0.033 1.218
H 5.10334 3.86388 -2.44481 -0.176 0.082 -0.060
C 1.95072 5.29598 -2.39426 0.896 -0.821 0.593
H -2.11611 0.20679 2.63710 0.069 0.048 -0.108
C 2.22896 2.63619 -3.74147 0.058 0.053 -2.478
H 2.85067 -0.97586 -3.19031 -0.307 -0.047 0.143
C 2.71229 0.69585 2.64796 -0.063 0.772 0.294
C 3.17289 3.61494 0.95567 -0.356 -0.215 0.321
H -0.75982 2.67354 -0.83800 -0.059 0.389 0.008
H 0.80346 -0.68405 3.92553 0.117 -0.223 -0.121
H -0.56691 -2.77695 -2.23153 -0.223 0.070 -0.001
C -1.55055 -2.30679 -2.33904 0.219 -0.137 -0.310
H 0.40919 2.86434 -4.90966 0.170 0.388 0.430
C -1.64988 0.04692 0.56371 -0.161 -0.158 -0.130
P 2.90323 -0.70862 -0.71918 -0.577 -0.175 0.430
H 0.78726 -3.15031 4.23494 0.228 0.051 0.081
H 3.60389 1.27250 2.41537 -0.326 -0.208 -0.114
H 4.29013 2.14605 -3.74031 -0.053 0.320 0.072
C 1.52207 4.80717 -4.93819 -0.154 0.724 -0.034
C -2.55930 -0.06172 -1.55235 -0.034 0.001 0.156
C 1.68808 -2.66116 3.87070 -0.275 0.540 0.114
Cl 5.38272 -0.67275 2.21323 0.343 0.012 -0.082
H 4.40765 5.08707 -3.45491 -0.150 -0.337 0.129
H 0.61132 5.22742 -5.38931 0.302 -0.268 0.032
H -0.21801 -3.04965 -0.03779 0.000 0.135 0.160
C -1.18725 -1.15048 -0.05697 0.094 0.045 0.229
H 4.98848 1.70727 0.38717 -0.394 0.009 -0.293
H 1.74992 1.20820 2.69867 0.355 -0.049 0.060
C 1.95401 5.82434 -3.82096 -0.166 0.506 -0.415
H 2.06195 1.54410 -3.67585 -0.045 0.700 -0.062
H 4.06649 3.31313 1.51190 -0.218 0.151 -0.053
Pt 0.97552 3.59167 -2.39999 -2.255 -2.381 1.819
H -1.23832 1.59595 1.97596 -0.131 -0.206 -0.012
C 3.98405 -1.42409 2.87466 -1.053 -0.069 0.603
H 5.27921 -0.35662 -0.64431 -0.171 0.177 -0.220
H -4.36551 1.61530 0.27838 0.198 -0.036 -0.089
H 1.66637 -2.01939 -2.35436 0.177 0.444 -0.040
H -0.83202 -2.51712 1.53999 0.117 0.140 -0.214
H 2.26714 4.75704 -5.74844 -0.138 -0.030 0.290
H 1.31546 -0.28729 -2.53627 0.180 -0.079 -0.138
C 1.66810 -1.28797 3.65197 0.524 -0.353 -0.369
H 4.47691 -2.60043 -0.89260 -0.277 -0.181 0.126
```
Positions in Å, forces in eV/Å.

Output
E in Eh: -2472.02160
Charge: +2
2S+1: 5
LUMO energy (spin up / spin down) in eV: -5.90 / -7.93
ΔE to the lowest compared entry with this formula, charge and spin in kJ/mol: 30.95
<S²>: 6.059
Gap between HOMO and LUMO (spin up / spin down) in eV: 5.91 / 5.03